53
Properties=species:S:1:pos:R:3:forces:R:3 method="wB97M-V/def2-TZVPD" e_above_lowest_kj_mol=845.4 charge=+1 orbital_gap_ev=8.7 lumo_ha=-0.1064 homo_energy_ev=-11.6421
N -1.384013 -0.793781 -0.835772 0.1 2.1 -1.6
C -0.065353 -0.273464 -1.573208 -0.4 -0.3 -1.1
C -0.568452 0.762071 -2.656262 0.9 -4.0 -1.4
C 0.886022 0.336029 -0.456695 0.4 -0.6 -0.7
N 1.011492 -0.764892 0.510145 1.0 -1.5 -0.2
C 1.654696 -0.377505 1.796445 1.5 -1.9 0.0
C 2.407321 0.990565 1.752145 2.4 -3.0 1.6
O 1.742382 1.940438 2.434590 -1.0 2.2 2.2
H -1.897822 -1.550861 -1.320076 0.8 0.4 -0.1
H -1.301772 -1.075605 0.146947 0.7 0.1 -0.6
H -1.979739 0.093875 -0.808479 0.7 -2.0 -0.2
H 0.294213 -1.176899 -2.199532 -0.1 1.5 1.6
H -1.342472 0.186528 -3.245960 0.4 0.6 0.6
H -1.044456 1.614509 -2.272794 0.1 1.4 0.4
H 0.232087 0.798509 -3.447744 -0.5 0.9 1.1
H 0.304818 1.213547 -0.022958 0.8 -1.0 -0.2
H 1.994714 0.655577 -0.753108 -3.1 -0.3 -0.2
H 1.628135 -1.521970 -0.004940 -1.9 2.1 2.2
H 2.321372 -1.265819 2.145365 -0.4 1.6 -1.2
H 0.996341 -0.445819 2.701741 0.2 0.6 -1.3
H 3.456550 0.641334 2.159946 -1.6 1.4 0.1
H 2.669284 1.539245 0.892021 0.3 -0.7 -2.2
H 0.834019 1.687341 2.667656 0.4 -0.2 0.0
H -0.869762 0.338315 3.430482 -0.4 -1.1 0.7
H -0.848655 0.438924 1.851109 -0.4 -1.3 -1.2
O -0.667562 0.844933 2.668849 0.3 2.9 1.1
H -3.721387 3.151748 -0.099105 -0.9 1.8 -5.6
H -2.593683 2.744291 0.930365 4.6 -0.2 0.1
O -3.425795 2.944615 0.689823 -3.5 -1.0 6.1
H 0.790551 3.066587 -0.449667 2.9 1.3 -2.5
H 1.167714 3.143025 -2.043693 1.0 0.6 2.4
O 1.563591 3.380643 -1.123612 -3.8 -1.7 0.1
H 2.105224 -3.583866 -1.412676 0.0 -0.6 -0.7
H 2.214780 -2.181391 -1.152319 -0.7 -1.4 -3.4
O 1.957348 -2.801772 -1.977072 1.1 1.5 3.7
H -3.753277 2.434858 -1.585942 -0.3 0.1 -0.8
H -3.090542 1.967850 -2.924394 -0.2 0.6 -1.7
O -3.171359 1.808952 -2.010959 0.2 -0.9 2.2
H -2.743975 -2.500981 2.638084 0.3 1.4 0.4
H -3.069109 -1.399884 3.632990 -2.0 0.4 2.6
O -2.514297 -1.579055 2.931868 1.7 -2.0 -2.4
H 2.824216 -3.412029 1.480814 -2.9 -0.9 -1.2
H 1.130840 -3.875986 1.518464 3.8 1.1 -2.0
O 1.986617 -3.624530 0.898715 -0.8 -0.4 3.2
H -1.031823 -4.216747 -1.197304 0.5 -0.4 0.0
H 0.171406 -3.310349 -1.738363 1.6 -0.3 0.0
O -0.756485 -3.414956 -1.634056 -2.4 0.6 0.0
H 3.761568 0.360244 -2.731224 2.3 -3.5 -2.0
H 3.854484 1.668432 -2.209556 -1.2 -0.2 0.1
O 3.192322 0.951051 -2.369941 -0.9 3.7 1.7
H -2.939754 1.018429 0.823738 -1.4 1.9 -0.1
H -2.533915 0.010051 2.038756 -0.7 0.4 -4.4
O -2.565252 0.178370 0.950068 0.3 -1.9 5.1

=====

9
Properties=species:S:1:pos:R:3:forces:R:3 method="wB97M-V/def2-TZVPD" e_above_lowest_kj_mol=319.7 charge=+1 orbital_gap_ev=9.5 lumo_ha=-0.2106 homo_energy_ev=-15.2631
C 0.364131 0.759211 -0.191491 -0.8 0.5 -2.7
C -0.577075 -0.104431 0.531355 0.0 1.7 4.5
N 0.359295 -0.772614 -0.353002 -0.9 1.6 -0.8
Br -2.492122 -0.109292 0.044261 2.1 -0.2 0.7
H -0.058801 1.175469 -1.173264 0.7 -0.3 1.6
H 1.323153 1.219060 0.087770 -0.8 -0.4 0.6
H -0.018359 -0.044153 2.299904 -1.6 -0.6 -4.0
H -0.077552 -0.921604 -1.266645 0.8 -1.2 0.2
H 1.177328 -1.201650 0.021109 0.4 -1.1 -0.1

=====

21
Properties=species:S:1:pos:R:3:forces:R:3 method="wB97M-V/def2-TZVPD" smiles="C=CCO[C@@H](Cl)[C@@H](S)OC" e_above_lowest_kj_mol=175.4 orbital_gap_ev=9.7 lumo_ha=0.0184 homo_energy_ev=-9.2254
C -2.748372 -0.277743 -0.466043 0.3 -0.2 0.1
C -2.466761 0.326749 0.700687 -0.3 -0.1 -0.1
C -1.317205 -0.112996 1.567407 -1.3 -0.8 0.9
O -0.293081 0.877967 1.508177 0.1 -0.2 -0.2
C 0.367551 0.981550 0.292780 0.2 0.2 0.0
Cl 0.656059 2.731349 0.002559 -0.1 0.0 -0.1
C 1.753352 0.304103 0.273877 0.3 0.1 0.1
S 1.707477 -1.351857 1.050099 -0.3 -0.2 0.1
O 2.305542 0.303401 -1.010158 -0.1 0.0 0.0
C 1.670027 -0.525857 -1.972281 -0.1 0.1 -0.2
H -2.871644 0.249940 -1.405535 -1.6 0.1 0.3
H -2.794860 -1.365064 -0.488901 1.4 -0.1 -0.5
H -3.071202 1.169281 1.026578 1.0 1.0 -0.5
H -0.974928 -1.104842 1.263655 0.2 0.1 -0.1
H -1.590415 -0.180478 2.620391 0.2 0.1 0.1
H -0.243193 0.662788 -0.549556 -0.1 -0.2 0.1
H 2.421158 0.916092 0.874817 0.0 0.0 0.1
H 2.986080 -1.388321 1.439964 0.1 0.1 -0.1
H 2.314931 -1.361477 -2.244878 0.0 0.0 0.1
H 1.471294 0.076852 -2.859136 0.1 0.0 0.0
H 0.718190 -0.931437 -1.624503 0.0 0.0 0.1

=====

50
Properties=species:S:1:pos:R:3:forces:R:3 method="wB97M-V/def2-TZVPD" e_above_lowest_kj_mol=80.1 multiplicity=2 orbital_gap_ev="8.3 / 7.1" lumo_ha="0.0088 / -0.0355" homo_energy_ev="-8.0369 / -8.0661"
Ca 0.104294 0.543140 0.194478 0.0 0.1 0.0
C -3.355544 0.548813 -1.574804 0.0 0.0 0.0
C -2.166126 1.435261 -1.361831 0.0 0.0 0.0
O -2.003729 2.564732 -1.647729 0.0 0.0 0.0
H -4.107464 1.068475 -2.169254 0.0 0.0 0.0
H -3.740328 0.285793 -0.588523 0.0 0.0 0.0
H -3.029812 -0.379686 -2.040676 0.0 0.0 0.0
Cl 2.741238 4.371671 1.517245 0.0 0.0 0.0
Ge 0.920483 3.827811 0.297973 0.0 -0.1 0.0
Cl -0.262487 5.643291 0.643987 0.0 0.0 0.0
Cl -0.195949 2.434800 2.082078 0.0 0.0 0.0
C 2.942414 1.447040 3.727792 0.0 0.0 0.0
N 3.210858 1.216639 2.317964 0.0 0.0 0.0
C 2.634628 0.277973 1.586968 0.0 0.0 0.0
N 1.750555 -0.563868 2.169342 0.0 0.0 -0.1
S 2.879849 0.189558 -0.104234 0.0 0.0 0.0
H 3.555156 2.281156 4.054819 0.0 0.0 0.0
H 3.210608 0.569254 4.318817 0.0 0.0 0.0
H 1.894497 1.708802 3.885660 0.0 0.0 0.0
H 3.652082 1.964649 1.801665 0.0 0.0 0.0
H 1.597825 -0.498106 3.164487 0.0 0.0 0.0
H 1.625183 -1.499798 1.736464 0.0 0.0 0.1
Cl 2.218852 -4.859793 -2.437669 0.0 0.0 0.0
C 1.491656 -4.566753 -0.894790 0.1 0.1 0.0
C 0.498142 -5.396169 -0.416163 0.0 -0.1 0.0
C -0.047928 -5.105792 0.822143 0.0 0.0 0.0
C 0.421301 -4.004959 1.517671 0.0 0.0 0.0
N 1.385008 -3.210218 1.052268 -0.1 0.1 -0.1
C 1.903422 -3.477069 -0.143199 0.0 -0.1 0.0
H 0.156019 -6.235612 -1.005271 0.0 0.0 0.0
H -0.842429 -5.712171 1.232657 0.0 0.0 0.0
H -0.003572 -3.739666 2.477907 0.0 0.0 0.0
H 2.662188 -2.799420 -0.514994 0.0 0.0 0.0
C -2.209193 -4.385583 -2.725880 0.0 0.0 0.0
C -1.244321 -3.390775 -2.996077 0.0 0.0 0.0
C -0.951926 -2.453969 -2.045063 0.0 0.0 0.0
C -1.598606 -2.433310 -0.780102 0.1 0.0 0.0
C -1.274240 -1.422593 0.185013 -0.1 0.0 0.0
C -1.971788 -1.494691 1.373595 0.0 0.0 0.1
C -2.942634 -2.490416 1.658910 0.0 0.0 0.0
C -3.235956 -3.440638 0.726270 0.0 0.0 0.0
C -2.569737 -3.434248 -0.528054 -0.1 0.0 0.1
C -2.854069 -4.404335 -1.520766 0.0 0.0 0.0
H -2.437137 -5.131156 -3.477331 0.0 0.0 0.0
H -0.732657 -3.381346 -3.949833 0.0 0.0 0.0
H -0.195947 -1.698935 -2.243813 0.0 0.0 0.0
H -1.793924 -0.755261 2.159759 0.0 0.0 0.0
H -3.458546 -2.490625 2.612662 0.0 0.0 0.0
H -3.980871 -4.203750 0.923832 0.0 0.0 0.0
H -3.599140 -5.164145 -1.310869 0.0 0.0 0.0

=====

16
Properties=species:S:1:pos:R:3:forces:R:3 method="wB97M-V/def2-TZVPD" smiles=C[C@@H](O)[C@@H](C)C#N e_above_lowest_kj_mol=150.0 orbital_gap_ev=11.7 lumo_ha=0.0225 homo_energy_ev=-11.0400
C 1.334895 -0.445102 0.932248 0.3 0.4 -0.1
C 0.039694 0.353212 0.858451 0.0 0.6 0.0
O 0.486897 1.713684 0.522029 -1.1 0.1 0.2
C -0.934392 0.015198 -0.286333 0.0 0.1 0.0
C -0.249381 -0.005409 -1.659884 0.0 0.0 -0.1
C -1.693421 -1.227943 -0.067228 -0.4 -0.8 0.2
N -2.319053 -2.193703 0.061145 0.7 1.0 -0.1
H 1.487303 -1.215636 0.167617 -0.2 0.2 0.2
H 1.582935 -0.853338 1.917872 -0.2 0.2 -0.2
H 1.920633 0.456867 0.700143 1.2 -1.3 0.1
H -0.498702 0.366713 1.813041 0.0 0.0 -0.2
H 0.751015 2.213084 1.308517 -0.2 -0.4 -0.1
H -1.662532 0.832474 -0.271532 0.0 -0.1 -0.1
H -0.995861 -0.054767 -2.457035 0.1 0.0 0.1
H 0.416528 -0.867037 -1.767498 -0.1 0.1 0.0
H 0.333442 0.911702 -1.771554 -0.1 -0.1 0.0

=====

124
Properties=species:S:1:pos:R:3:forces:R:3 method="wB97M-V/def2-TZVPD" smiles=COC[C@H](C)N.COC[C@H](C)N.COC[C@H](C)N.COC[C@H](C)N.CC(C)O.CC(C)O.CC(C)O.OCCO.OCCO e_above_lowest_kj_mol=496.2 orbital_gap_ev=9.4 lumo_ha=0.0131 homo_energy_ev=-9.0035
C -1.388082 -0.265699 -3.571909 0.3 1.1 -0.4
O -1.285898 -1.186655 -4.626424 0.1 0.1 0.1
C -2.370803 -1.200849 -5.509890 -1.0 -0.5 -0.5
C -1.945952 -1.775708 -6.843115 0.7 -0.4 0.1
C -3.064946 -1.786148 -7.863935 0.0 -0.4 -0.3
N -1.435647 -3.151441 -6.636087 -0.1 0.3 0.2
H -2.323420 -0.293373 -3.002227 0.1 -0.6 0.1
H -1.338038 0.767813 -3.956987 0.0 -0.1 -0.1
H -0.499458 -0.389902 -2.959519 -0.3 -0.2 0.2
H -3.168432 -1.840262 -5.099479 0.0 0.0 0.0
H -2.844190 -0.234370 -5.731713 0.4 0.3 0.4
H -1.109531 -1.170696 -7.222479 -0.2 0.3 0.1
H -3.836686 -2.514215 -7.606703 0.1 0.0 0.1
H -2.626020 -2.111445 -8.810467 -0.2 0.1 -0.1
H -3.554120 -0.825100 -8.023095 0.2 0.1 0.1
H -0.842811 -3.406268 -7.419195 -0.1 -0.1 -0.1
H -0.803991 -3.100379 -5.840831 0.0 -0.1 0.0
C 5.026145 -3.468854 6.581162 -0.2 -0.5 -0.2
O 4.024463 -2.942405 5.751388 0.0 0.2 -0.3
C 4.380842 -1.700589 5.173309 0.2 0.5 1.3
C 3.187370 -1.145960 4.438897 -0.5 0.0 -0.9
C 2.992615 -1.861466 3.107648 -0.1 -0.6 0.1
N 3.356134 0.287453 4.223934 0.2 0.3 0.3
H 4.597014 -4.369737 7.020202 0.1 0.0 0.1
H 5.320588 -2.788997 7.387026 0.0 0.1 -0.1
H 5.900378 -3.760649 5.987763 0.1 0.1 0.1
H 4.634167 -1.017154 6.007567 -0.1 0.0 -0.1
H 5.301309 -1.745927 4.577199 -0.2 -0.3 -0.3
H 2.280689 -1.361773 5.019792 0.2 -0.1 0.3
H 2.985001 -2.938945 3.305383 0.0 0.0 0.0
H 3.799863 -1.665506 2.399926 0.0 0.2 0.0
H 2.028086 -1.644925 2.647862 0.1 0.2 0.0
H 3.557260 0.753892 5.104984 0.1 0.0 -0.1
H 2.489237 0.723290 3.926530 0.0 -0.2 -0.3
C -0.914643 4.710334 2.431463 -0.9 0.1 0.3
O -0.047865 3.624906 2.237524 0.0 0.5 0.6
C 0.620225 3.244749 3.435651 0.8 -1.1 -1.5
C 1.782592 4.130802 3.823067 0.3 1.1 0.9
C 2.882301 4.091227 2.792924 1.1 -0.3 -0.3
N 2.259806 3.674261 5.159537 -0.3 0.1 -0.4
H -1.566598 4.801627 1.562207 0.2 0.0 -0.2
H -0.430903 5.672387 2.623930 0.2 -0.1 -0.1
H -1.583710 4.518621 3.287679 0.1 0.0 0.0
H -0.072631 2.993742 4.244065 -0.1 0.4 0.1
H 1.106600 2.321051 3.091209 -0.2 -0.1 0.5
H 1.500159 5.191434 3.927337 -0.4 -0.2 -0.2
H 3.810716 4.601700 3.082566 -0.3 0.2 0.5
H 2.610157 4.584478 1.858941 -0.3 -0.3 0.0
H 3.223599 3.069097 2.601211 -0.4 0.0 -0.2
H 2.982278 4.320696 5.462013 0.1 -0.2 0.0
H 1.485942 3.852673 5.795829 0.1 -0.2 0.1
C 0.893642 -3.627166 0.037353 1.3 0.1 0.5
O 0.308881 -2.791627 1.005541 -0.2 0.0 -0.1
C -0.852153 -3.261888 1.657191 -0.4 0.5 0.2
C -0.572779 -4.043349 2.939930 0.5 0.2 0.1
C -0.000659 -5.441241 2.751819 0.0 0.2 0.4
N -1.790833 -4.096317 3.748848 -0.1 -0.2 0.1
H 1.409880 -4.480105 0.495936 -0.6 -0.3 -0.1
H 1.752541 -3.062421 -0.334485 -0.3 0.2 -0.4
H 0.233755 -3.913195 -0.782044 -0.2 -0.1 0.1
H -1.353373 -2.344551 1.991214 -0.1 -0.1 -0.1
H -1.547417 -3.756842 0.966898 0.2 -0.3 0.0
H 0.218643 -3.441482 3.414960 -0.1 -0.1 0.2
H -0.604257 -6.049502 2.079568 0.2 0.0 -0.2
H 0.033714 -5.957310 3.715658 -0.1 0.0 0.0
H 1.038695 -5.340493 2.444981 -0.1 -0.3 -0.4
H -1.973018 -3.220560 4.226268 0.0 0.1 -0.2
H -1.656415 -4.772868 4.491287 -0.1 -0.1 -0.1
C 0.004335 4.201558 -2.611033 0.4 -0.1 0.1
C 0.927539 4.997485 -1.701617 -0.1 0.1 -0.4
C 2.396098 4.723313 -1.975615 0.2 -0.5 1.0
O 0.654319 6.401977 -1.846510 -0.1 -0.2 0.2
H -1.036214 4.405461 -2.365551 -0.1 0.0 -0.1
H 0.186493 3.133791 -2.489855 -0.1 0.0 0.0
H 0.225406 4.457478 -3.653436 -0.2 0.0 0.0
H 0.703845 4.723484 -0.667351 0.0 0.3 0.1
H 2.645549 4.713003 -3.035001 0.0 0.1 0.0
H 2.684329 3.766330 -1.520492 -0.1 -0.2 -0.4
H 3.002943 5.433156 -1.410397 0.0 0.3 -0.4
H 0.501070 6.558960 -2.783270 0.0 0.1 0.0
C -4.851327 -2.091308 -2.470458 1.4 -0.2 -0.4
C -5.007257 -2.355863 -0.988381 -1.0 -0.5 0.0
C -3.903454 -1.704791 -0.196276 0.2 0.7 1.1
O -6.282882 -1.830598 -0.538691 0.4 0.1 0.0
H -5.536132 -2.536341 -3.189741 -0.7 0.2 0.5
H -3.902167 -2.538090 -2.804459 0.1 0.2 0.2
H -4.741886 -1.011759 -2.600708 -0.3 0.0 -0.3
H -5.014825 -3.431475 -0.779227 0.1 0.0 -0.2
H -4.136619 -0.652894 0.001144 0.1 0.1 -0.7
H -2.916701 -1.803203 -0.647476 -0.1 0.0 -0.1
H -3.821004 -2.035994 0.844593 -0.1 -0.7 -0.2
H -6.857632 -2.568238 -0.323702 0.0 0.0 0.0
C 3.403393 -1.438139 -2.107791 -0.5 -0.7 -0.1
C 2.743234 -0.929787 -3.380149 0.0 0.2 0.6
C 2.677704 0.588456 -3.441959 0.3 0.0 -0.2
O 3.357309 -1.466522 -4.538884 -0.1 -0.1 -0.3
H 4.487579 -1.318567 -2.135841 0.0 0.4 0.2
H 3.208649 -2.509156 -1.987341 0.1 0.0 -0.2
H 2.933985 -0.969825 -1.241284 0.4 0.2 0.1
H 1.701361 -1.268216 -3.393279 0.1 -0.2 -0.1
H 3.663206 1.057151 -3.507237 0.1 -0.2 -0.2
H 2.235947 1.013699 -2.538956 -0.3 -0.1 -0.1
H 2.096749 0.823242 -4.334513 0.0 0.4 0.1
H 4.262343 -1.723317 -4.343940 0.0 0.1 0.1
O 1.921282 1.701208 0.711190 0.6 -0.5 -0.7
C 1.063155 0.578301 0.769857 -1.1 0.5 1.3
C -0.004673 0.587415 -0.303466 0.1 -0.2 -0.3
O -0.523730 1.900682 -0.412537 -0.1 0.0 -0.5
H 1.421076 2.403872 0.275977 -0.2 0.1 0.2
H 1.578786 -0.376828 0.850550 0.4 0.2 -0.4
H 0.517779 0.692264 1.727083 -0.1 -0.3 -0.1
H -0.796750 -0.127692 -0.060563 0.1 -0.1 0.1
H 0.395923 0.286148 -1.279436 0.1 0.1 0.1
H -1.441448 1.905461 -0.111153 0.1 0.1 0.4
O -2.884603 1.943090 1.122791 -0.7 -0.3 -0.3
C -4.258789 1.988794 0.699536 -0.3 1.5 0.6
C -4.363948 2.265867 -0.785163 1.0 -1.6 -0.5
O -5.687015 2.492289 -1.181209 -0.3 0.4 -0.1
H -2.914607 2.166308 2.056587 0.5 0.0 0.0
H -4.832812 1.119445 1.028496 0.2 -0.2 -0.3
H -4.725804 2.856246 1.190528 -0.1 -0.2 0.0
H -3.934055 1.391508 -1.308933 -0.2 0.1 0.0
H -3.712434 3.080590 -1.103440 -0.3 0.4 0.3
H -6.122629 1.660656 -1.386613 0.1 -0.1 0.1